(1)
This record from the Open Molecules 2025 dataset describes a 4-piece molecular cluster, C28H41Cl6NO3 overall at a distorted geometry. The level of theory is wB97M-V/def2-TZVPD.

Summary:
- Total energy: -112466.955 eV
- Orbital gap: 9.21 eV
- E_HOMO: -0.346 Ha

Last column: Mulliken charge in e.
Positions of all 79 atoms, in Å:
C (5.00635, -0.72792, 3.84067)  0.031
C (5.35716, 0.30264, 3.33094)  -0.738
C (5.84894, 1.63993, 2.89701)  -0.438
C (7.07304, 1.55978, 1.96282)  -0.710
C (6.76011, 1.01058, 0.55145)  -1.296
C (5.35246, 1.31132, 0.05589)  0.540
C (4.39325, 0.27581, -0.04702)  -0.681
C (3.10630, 0.58323, -0.50525)  0.863
C (1.99075, -0.47426, -0.60734)  -1.111
C (0.70805, 0.07407, 0.07261)  -0.543
C (-0.27423, -1.02683, 0.52779)  -0.337
C (-1.73171, -0.48101, 0.46325)  -0.503
C (-2.61247, -0.84702, 1.67919)  -0.501
C (-3.73128, 0.22613, 1.81295)  -1.059
C (-4.63857, 0.32760, 0.58039)  0.079
C (-5.52987, 1.58919, 0.63111)  -0.823
O (-6.65857, 1.36857, 1.44604)  -0.327
C (-7.60209, 2.41091, 1.26985)  -0.726
C (2.76400, 1.90633, -0.86747)  -0.615
C (3.69076, 2.93656, -0.76735)  -0.725
C (4.97861, 2.60007, -0.29773)  1.090
C (5.75288, 3.90080, -0.26390)  0.137
O (6.89608, 4.07515, 0.03623)  -0.537
N (4.85668, 4.95206, -0.64958)  -0.382
C (3.57454, 4.41387, -1.04434)  0.222
O (2.66267, 5.04931, -1.46173)  -0.522
H (4.63283, -1.50703, 4.46714)  0.510
H (6.15837, 2.19329, 3.79211)  0.419
H (5.03357, 2.23116, 2.46673)  0.235
H (7.81960, 0.93323, 2.45835)  0.426
H (7.44259, 2.58095, 1.83329)  0.353
H (6.89688, -0.07512, 0.48746)  0.465
H (7.45143, 1.45956, -0.17172)  0.388
H (4.64077, -0.73793, 0.25090)  0.429
H (1.82095, -0.66973, -1.67264)  0.325
H (2.36575, -1.38506, -0.13091)  0.421
H (0.19370, 0.70177, -0.65931)  0.325
H (1.00852, 0.64865, 0.95487)  0.337
H (-0.19223, -1.92837, -0.09529)  0.458
H (-0.09342, -1.35581, 1.55760)  0.054
H (-2.22246, -0.71625, -0.48707)  -0.151
H (-1.64249, 0.61878, 0.46516)  0.428
H (-3.03708, -1.83523, 1.49218)  0.263
H (-2.03609, -0.84391, 2.60458)  0.436
H (-4.31134, 0.05234, 2.72842)  0.360
H (-3.21824, 1.18958, 1.96099)  0.369
H (-5.24425, -0.58684, 0.54640)  0.153
H (-4.09848, 0.38400, -0.36981)  0.268
H (-5.80158, 1.81005, -0.41601)  0.367
H (-4.89992, 2.43162, 0.96324)  0.326
H (-7.42166, 3.23017, 1.98184)  0.257
H (-7.58921, 2.84820, 0.26351)  0.331
H (-8.60208, 2.00337, 1.44450)  0.250
H (1.76875, 2.14378, -1.23052)  0.467
H (4.65397, 5.50266, 0.18517)  0.294
Cl (-4.98501, -2.41095, -0.99309)  -0.170
C (-5.19616, -1.82249, -2.65988)  -0.562
C (-4.19955, -2.43615, -3.61008)  -0.445
Cl (-2.53811, -1.87411, -3.29093)  -0.162
H (-5.11501, -0.73697, -2.64480)  0.270
H (-6.20801, -2.08619, -2.96402)  0.460
H (-4.43980, -2.15002, -4.63341)  0.288
H (-4.20381, -3.52152, -3.54778)  0.321
Cl (-0.10366, -3.13065, -5.86336)  -0.164
C (0.13964, -1.76207, -6.97477)  -0.444
C (-1.01854, -0.79608, -6.93669)  -0.344
Cl (-2.50533, -1.49776, -7.62695)  -0.193
H (0.29591, -2.16211, -7.97377)  0.324
H (1.05087, -1.25419, -6.66201)  0.281
H (-0.78042, 0.08729, -7.52743)  0.328
H (-1.23930, -0.48155, -5.91910)  0.217
Cl (0.74705, -3.36313, 3.82458)  -0.175
C (-0.44014, -3.79858, 5.08127)  -0.493
C (-1.68820, -4.41244, 4.49856)  -0.498
Cl (-2.64261, -3.22942, 3.56782)  -0.079
H (-0.66776, -2.90157, 5.65226)  0.310
H (0.04645, -4.51374, 5.74290)  0.354
H (-2.32605, -4.77842, 5.30225)  0.293
H (-1.45346, -5.24593, 3.84075)  0.330

=====

(2)
This record from the Open Molecules 2025 dataset describes C28H41N5OPmS as an isolated structure at a distorted geometry. The level of theory is wB97M-V/def2-TZVPD.

Summary:
- Energy relative to the best compared isomer or geometry (same formula, charge and spin): 0.555 eV
- Total energy: -66588.614 eV
- Orbital gap (spin up / spin down): 4.52 / 6.55 eV
- 2S+1: 6
- E_HOMO (spin up / spin down): -0.152 / -0.231 Ha

Last column: Mulliken charge in e.
Positions of all 77 atoms, in Å:
Pm (-1.28972, -0.61092, -0.50549)  0.196
O (-2.81369, -1.13113, 0.89347)  -0.435
N (-3.44943, -2.29453, 0.89691)  0.170
C (-3.91242, -2.75752, 2.07888)  -0.265
C (-4.65391, -3.90223, 2.15996)  -0.761
C (-4.94434, -4.60285, 0.98851)  -0.100
C (-4.43854, -4.13991, -0.20499)  -0.883
C (-3.64502, -2.98775, -0.26819)  0.606
S (-2.89033, -2.46160, -1.71691)  -0.465
H (-3.64753, -2.14135, 2.92487)  0.487
H (-5.00072, -4.24035, 3.12522)  0.396
H (-5.55047, -5.49794, 1.01473)  0.382
H (-4.61557, -4.66026, -1.13397)  0.423
C (2.98547, -0.83009, -2.55668)  -1.032
N (1.70690, -1.48957, -2.81735)  0.160
C (1.25933, -2.29965, -1.69415)  -0.954
C (0.75149, -0.70584, -3.45995)  0.412
N (-0.32982, -0.34315, -2.84925)  -0.210
N (1.07147, -0.34330, -4.73323)  0.140
C (0.30121, 0.67318, -5.41813)  -1.238
C (2.01778, -1.07264, -5.56006)  -1.170
H (2.93323, -0.23549, -1.63579)  0.228
H (3.25043, -0.17660, -3.38494)  0.375
H (3.76755, -1.58146, -2.43876)  0.342
H (1.96734, -3.12039, -1.57294)  0.351
H (0.27483, -2.71652, -1.90911)  0.399
H (1.23889, -1.73946, -0.74732)  0.181
H (-1.00835, 0.07334, -3.47817)  0.111
H (-0.57513, 0.25991, -5.92862)  0.319
H (0.93722, 1.14889, -6.16389)  0.346
H (-0.02504, 1.43631, -4.71187)  0.448
H (2.36781, -1.95260, -5.03242)  0.359
H (2.87364, -0.44515, -5.82440)  0.340
H (1.52855, -1.38383, -6.48659)  0.410
C (4.62432, -0.25651, 2.89458)  -1.679
C (3.28460, -0.75590, 2.41431)  0.532
C (3.00963, -2.12121, 2.40841)  -0.917
C (1.76030, -2.57213, 1.99180)  0.731
C (1.44387, -4.04559, 1.95901)  -1.581
C (0.81148, -1.65130, 1.58766)  -0.275
C (1.05492, -0.24537, 1.53434)  0.464
C (2.33406, 0.15781, 1.98619)  -0.706
N (0.07096, 0.49096, 0.96550)  0.200
C (-0.26295, 1.89945, 1.11938)  0.971
C (-0.47407, 2.47706, -0.29983)  -1.055
C (-1.03297, 3.89872, -0.24827)  0.411
C (-2.38441, 3.88482, 0.47228)  -1.364
C (-2.19704, 3.36329, 1.89991)  0.452
C (-1.21997, 4.27308, 2.64848)  -1.472
C (0.13192, 4.25485, 1.93219)  0.379
C (-0.04690, 4.79227, 0.50902)  -1.548
C (0.69981, 2.82956, 1.87158)  -2.054
C (-1.62520, 1.94762, 1.85706)  -0.884
H (5.35920, -1.06092, 2.90716)  0.402
H (4.53920, 0.14416, 3.90728)  0.308
H (4.99750, 0.54319, 2.25364)  0.357
H (3.75604, -2.83307, 2.74359)  0.298
H (2.18911, -4.61781, 2.51049)  0.377
H (1.42613, -4.41472, 0.93056)  0.263
H (0.46273, -4.23900, 2.39617)  0.341
H (-0.18527, -2.01363, 1.30423)  0.554
H (2.60950, 1.20204, 1.97676)  0.234
H (-1.19014, 1.83020, -0.84860)  0.307
H (0.48159, 2.45217, -0.83438)  0.288
H (-1.16519, 4.27960, -1.26617)  0.282
H (-3.08451, 3.24187, -0.06991)  0.483
H (-2.80587, 4.89479, 0.49567)  0.522
H (-3.16238, 3.35433, 2.41548)  0.285
H (-1.10568, 3.93654, 3.68341)  0.522
H (-1.60913, 5.29600, 2.67272)  0.565
H (0.83872, 4.88970, 2.47547)  0.305
H (0.91701, 4.80330, -0.01002)  0.527
H (-0.41977, 5.82089, 0.53800)  0.554
H (0.86608, 2.44589, 2.88226)  0.501
H (1.66270, 2.86674, 1.35531)  0.531
H (-2.32651, 1.26528, 1.35663)  0.186
H (-1.47658, 1.56343, 2.87122)  0.337

=====

(3)
This record from the Open Molecules 2025 dataset describes C28H42BrN3P2Pb as an isolated structure at a distorted geometry. The level of theory is wB97M-V/def2-TZVPD.

Summary:
- Energy relative to the best compared isomer or geometry (same formula, charge and spin): 0.000 eV
- Net charge: +4
- Total energy: -128011.041 eV
- Orbital gap (spin up / spin down): 4.26 / 2.74 eV
- E_HOMO (spin up / spin down): -0.704 / -0.667 Ha

Last column: Mulliken charge in e.
Positions of all 77 atoms, in Å:
C (1.98590, 4.35469, -1.11184)  -0.156
C (0.89519, 4.06775, -1.97636)  0.292
C (1.16475, 3.54718, -3.26935)  -0.338
C (2.49874, 3.25466, -3.57891)  -0.507
N (3.48829, 3.41920, -2.70445)  0.077
C (3.27640, 4.01536, -1.53845)  -0.645
C (-0.44021, 4.07111, -1.44606)  -0.713
C (-1.55728, 3.99366, -0.91857)  0.463
C (-2.63121, 3.38917, -0.14621)  0.200
C (-2.30729, 2.22405, 0.59579)  -0.021
C (-3.31664, 1.43037, 1.16071)  0.099
C (-4.64008, 1.88437, 1.12026)  -0.447
C (-4.94793, 3.12246, 0.56182)  -0.377
C (-3.95970, 3.85456, -0.10029)  -0.733
Pb (-0.45304, -0.49748, 0.60123)  1.118
P (2.22538, -0.59649, -0.48416)  0.188
H (0.38788, 3.21880, -3.96518)  0.561
H (1.85264, 4.68426, -0.07865)  0.528
H (2.79318, 2.85356, -4.55916)  0.447
H (4.16791, 4.22998, -0.93256)  0.438
H (-4.23667, 4.80690, -0.55363)  0.537
H (-1.23738, 1.99179, 0.72247)  0.683
H (-5.95090, 3.50645, 0.64159)  0.507
H (-3.11361, 0.47214, 1.64079)  0.337
C (2.89325, -2.30746, -0.27118)  -0.563
C (4.01674, -2.79089, -1.18370)  -1.336
H (2.01805, -2.97000, -0.38347)  0.428
H (3.20150, -2.38179, 0.78484)  0.571
H (4.23742, -3.84207, -0.95562)  0.436
H (3.76794, -2.72454, -2.24955)  0.301
H (4.94325, -2.23535, -1.00884)  0.296
C (2.33161, -0.22568, -2.29845)  -0.078
C (3.67004, 0.20720, -2.90472)  -1.310
H (1.60114, 0.58508, -2.45968)  0.260
H (1.93718, -1.10782, -2.83555)  0.336
H (3.57459, 0.19911, -4.00221)  0.447
H (3.96016, 1.22642, -2.60838)  0.117
H (4.49735, -0.46460, -2.64713)  0.323
C (3.41737, 0.55123, 0.33566)  -0.050
C (4.90012, 0.18926, 0.41992)  -1.333
H (3.02027, 0.64658, 1.36077)  0.565
H (3.29384, 1.54055, -0.13515)  -0.092
H (5.41931, 0.96487, 0.99892)  0.423
H (5.08094, -0.77480, 0.91350)  0.335
H (5.38042, 0.17408, -0.56504)  0.281
Br (-6.01778, 0.82079, 1.90979)  0.005
P (-1.65036, -1.77299, -1.49236)  0.569
C (-0.62208, -2.57786, -2.77975)  -0.311
C (-1.22058, -3.84966, -3.38605)  -1.370
H (0.34798, -2.80421, -2.29997)  0.240
H (-0.39483, -1.83320, -3.56251)  0.503
H (-0.48628, -4.30758, -4.06851)  0.426
H (-1.49936, -4.57638, -2.60704)  0.311
H (-2.12173, -3.61428, -3.97092)  0.298
C (-2.78114, -3.01493, -0.75628)  -0.578
C (-4.08533, -3.26081, -1.51734)  -1.268
H (-2.99577, -2.65479, 0.26551)  0.461
H (-2.20961, -3.95142, -0.63597)  0.478
H (-4.71509, -3.96308, -0.95043)  0.422
H (-4.65220, -2.33258, -1.67977)  0.311
H (-3.88386, -3.71807, -2.49601)  0.263
C (-2.69328, -0.48656, -2.31211)  -0.458
C (-3.12770, -0.85551, -3.73651)  -1.293
H (-2.09598, 0.44579, -2.32562)  0.354
H (-3.56235, -0.28849, -1.65480)  0.409
H (-3.71169, -0.02300, -4.16194)  0.410
H (-2.26324, -1.06423, -4.38864)  0.327
H (-3.77145, -1.74791, -3.73595)  0.291
N (-0.95044, -1.47971, 4.86958)  -0.022
C (-0.47049, -2.76002, 4.54316)  -0.511
C (-0.31618, -2.74686, 3.19373)  -0.409
N (-0.69490, -1.49907, 2.69208)  0.038
C (-1.05828, -0.74288, 3.74676)  -0.340
H (-1.15407, -1.12105, 5.79696)  0.256
H (-0.28877, -3.50993, 5.30171)  0.425
H (0.02797, -3.50682, 2.52762)  0.451
H (-1.37986, 0.30813, 3.70746)  0.419